Arrangement a

ORCA calculation (ωB97M-V/def2-TZVPD) on one molecule with the formula CH3N2PS.

```
8
Properties=species:S:1:pos:R:3
C -1.026 -0.570 0.083
N -0.247 0.538 -0.399
N 0.875 1.058 -0.008
P 2.426 0.807 0.043
S -2.143 0.863 0.101
H -1.501 -1.210 -0.782
H -0.823 -0.958 1.119
H 2.440 -0.529 -0.157
```

## Properties
HOMO (spin up / spin down), eV: -6.66 / -8.70
Spin multiplicity: 3

Arrangement b

ORCA calculation (ωB97M-V/def2-TZVPD) on one molecule with the formula CH3N2PS.

```
8
Properties=species:S:1:pos:R:3
C -1.541 0.740 -0.050
N -0.708 -0.015 0.574
N 0.138 -0.822 0.245
P 1.618 -0.709 -0.316
S 2.643 0.897 0.020
H -1.460 0.769 -1.058
H -2.364 1.179 0.572
H 1.675 -2.039 0.012
```

## Properties
HOMO (spin up / spin down), eV: -7.00 / -9.36
Spin multiplicity: 3

Each structure's energy above the most stable one, in hartree: arrangement a 0.0736; arrangement b 0.0000.

Arrangement a

ORCA calculation (ωB97M-V/def2-TZVPD) on a 2-piece molecular cluster, O2 overall.

```
2
Properties=species:S:1:pos:R:3
O 0.343 0.878 0.533
O -0.343 -0.878 -0.533
```

## Properties
HOMO, eV: -12.93

Arrangement b

ORCA calculation (ωB97M-V/def2-TZVPD) on one molecule with the formula O2.

```
2
Properties=species:S:1:pos:R:3
O -0.396 -0.427 0.088
O 0.396 0.427 -0.088
```

## Properties
HOMO, eV: -9.76
SMILES: O=O

Each structure's energy above the most stable one, in hartree: arrangement a 0.2961; arrangement b 0.0000.

Arrangement a

ORCA calculation (ωB97M-V/def2-TZVPD) on a 2-piece molecular cluster, C4H14N overall.

```
19
Properties=species:S:1:pos:R:3
C -1.277 -0.413 -3.162
C -1.190 1.031 -2.657
H -0.672 -1.109 -2.576
H -2.334 -0.677 -3.216
H -0.907 -0.575 -4.179
H -1.057 0.980 -1.569
H -2.120 1.551 -2.880
H -0.343 1.574 -3.093
C -0.017 -1.021 1.386
N 0.900 0.175 1.558
C 1.587 0.201 2.888
H 0.329 -1.853 1.995
H 0.167 -1.390 0.382
H -1.026 -0.701 1.601
H 1.603 0.231 0.827
H 0.298 0.987 1.536
H 2.074 -0.752 3.024
H 2.240 1.065 2.944
H 0.835 0.295 3.675
```

## Properties
Net charge: +1
HOMO, eV: -14.48

Arrangement b

ORCA calculation (ωB97M-V/def2-TZVPD) on a 2-piece molecular cluster, C4H14N overall.

```
19
Properties=species:S:1:pos:R:3
C -1.705 0.779 -0.554
C -0.504 1.591 -0.027
N -2.328 0.019 0.818
H -2.564 1.515 -0.846
H -1.286 -0.127 -1.216
H -0.402 1.316 1.043
H -0.535 2.667 -0.239
H -2.277 0.639 1.667
H -3.371 -0.126 0.665
H -1.866 -0.872 0.860
H 0.429 1.213 -0.398
C 2.556 -0.671 0.076
C 1.463 -1.556 -0.622
H 3.431 -1.240 0.559
H 3.191 -0.049 -0.553
H 2.377 -0.092 1.097
H 0.537 -1.531 0.048
H 1.847 -2.534 -0.926
H 1.009 -0.941 -1.451
```

## Properties
Net charge: +1
HOMO, eV: -14.46

Arrangement c

ORCA calculation (ωB97M-V/def2-TZVPD) on a 2-piece molecular cluster, C4H14N overall.

```
19
Properties=species:S:1:pos:R:3
C -4.818 0.075 -1.799
C -4.631 1.197 -2.812
H -5.088 0.519 -0.845
H -5.595 -0.628 -2.081
H -3.944 -0.575 -1.694
H -4.409 0.841 -3.816
H -3.863 1.903 -2.508
H -5.594 1.698 -2.931
C 2.395 -1.060 1.340
C 3.812 -0.927 1.802
N 4.217 0.553 1.890
H 2.120 -2.114 1.313
H 2.154 -0.733 0.328
H 1.722 -0.645 2.087
H 4.630 -1.439 1.306
H 3.854 -1.292 2.831
H 3.509 1.208 2.210
H 5.051 0.691 2.458
H 4.478 0.729 0.922
```

## Properties
Net charge: +1
HOMO, eV: -13.33

Each structure's energy above the most stable one, in hartree: arrangement a 0.0065; arrangement b 0.0581; arrangement c 0.0000.

Arrangement a

ORCA calculation (ωB97M-V/def2-TZVPD) on a 2-piece molecular cluster, C6H15NSi overall.

```
23
Properties=species:S:1:pos:R:3
C 1.876 0.398 1.019
C 0.819 -0.439 0.167
Si -0.529 -1.351 0.821
C -0.920 -1.534 2.683
C -1.596 -2.667 -0.107
H 1.531 0.402 2.003
H 2.924 -0.002 0.996
H 1.949 1.467 0.630
H 0.950 -0.195 -0.889
H 0.066 -1.804 3.196
H -0.950 -0.528 3.164
H -1.848 -2.044 2.932
H -1.483 -3.700 0.191
H -2.730 -2.533 -0.114
H -1.520 -2.488 -1.203
C 1.320 2.672 -2.017
N 0.172 2.843 -1.542
C -0.708 1.820 -1.787
H 1.601 1.807 -2.502
H 1.948 3.511 -1.800
H -1.638 2.102 -2.457
H -0.235 1.015 -2.452
H -1.001 1.248 -0.933
```

## Properties
HOMO, eV: -7.74
SMILES: CC=[Si](C)C.C=NC

Arrangement b

ORCA calculation (ωB97M-V/def2-TZVPD) on one molecule with the formula C6H15NSi.

```
23
Properties=species:S:1:pos:R:3
C -0.983 0.292 0.510
C -0.606 1.706 0.622
C -1.727 -0.455 1.502
C -0.252 -2.394 -0.455
C 2.300 0.752 0.769
C 0.680 0.412 -2.261
N 1.640 -0.501 0.513
Si 0.306 -0.571 -0.645
H -0.381 2.207 -0.286
H -1.569 2.310 0.680
H -0.058 1.882 1.558
H -2.515 -0.931 0.927
H -2.189 0.094 2.328
H -1.117 -1.211 1.980
H -1.342 -2.412 -0.384
H -0.058 -3.062 -1.314
H 0.029 -2.797 0.467
H 1.687 1.373 1.575
H 3.398 0.499 1.039
H 2.357 1.334 -0.109
H 0.213 0.174 -3.200
H 0.249 1.369 -1.982
H 1.707 0.555 -2.428
```

## Properties
HOMO (spin up / spin down), eV: -8.82 / -7.53

Each structure's energy above the most stable one, in hartree: arrangement a 0.0060; arrangement b 0.0000.

Arrangement a

ORCA calculation (ωB97M-V/def2-TZVPD) on one molecule with the formula C5H9Cl.

```
15
Properties=species:S:1:pos:R:3
C -2.159 0.881 0.145
C -1.282 -0.119 -0.514
C 0.016 -0.319 0.121
C 1.208 -0.469 -0.392
C 2.453 -0.596 0.370
Cl 3.525 0.734 -0.181
H -3.177 1.044 -0.262
H -2.360 0.570 1.254
H -1.745 1.906 0.282
H -1.827 -1.048 -0.555
H -1.150 0.159 -1.564
H 0.065 -0.266 1.164
H 1.345 -0.569 -1.498
H 3.049 -1.460 0.203
H 2.038 -0.449 1.425
```

## Properties
HOMO, eV: -9.71
SMILES: CC/C=C/CCl

Arrangement b

ORCA calculation (ωB97M-V/def2-TZVPD) on one molecule with the formula C5H9Cl.

```
15
Properties=species:S:1:pos:R:3
C 1.007 1.967 -0.286
C 0.930 0.645 -0.124
C -0.370 -0.075 0.093
C -0.476 -0.728 1.423
C -0.430 -1.105 -1.095
Cl -0.782 -0.364 -2.675
H 1.935 2.440 -0.483
H 0.050 2.531 0.044
H 1.770 0.002 -0.139
H -1.204 0.606 0.097
H -0.526 0.040 2.224
H -1.538 -1.269 1.414
H 0.348 -1.443 1.596
H 0.529 -1.533 -1.201
H -1.244 -1.713 -0.888
```

## Properties
HOMO, eV: -9.75
SMILES: C=C[C@H](C)CCl

Arrangement c

ORCA calculation (ωB97M-V/def2-TZVPD) on one molecule with the formula C5H9Cl.

```
15
Properties=species:S:1:pos:R:3
C -2.342 -0.320 0.387
C -1.118 -0.393 -0.627
C 0.101 0.654 -0.375
C 1.154 0.030 -0.076
C 2.482 0.533 0.181
Cl 1.176 -1.695 -0.048
H -2.784 0.721 0.685
H -3.375 -0.883 0.118
H -1.877 -0.638 1.357
H -0.747 -1.432 -0.378
H -1.671 -0.161 -1.549
H 0.160 1.671 -0.119
H 2.955 1.651 -0.361
H 3.082 -0.218 -0.494
H 2.804 0.482 1.301
```

## Properties
HOMO, eV: -9.53
SMILES: CC/C=C(/C)Cl

Arrangement d

ORCA calculation (ωB97M-V/def2-TZVPD) on C5H9Cl as an isolated structure.

```
15
Properties=species:S:1:pos:R:3
C -0.306 0.233 -1.681
C 0.261 0.884 -0.416
C 0.138 0.028 0.648
C 0.690 -1.380 0.509
C -0.585 0.409 1.727
H -1.747 1.155 -2.050
H 0.481 0.856 -2.666
H -0.374 -1.038 -1.761
H -0.410 1.749 -0.301
H 1.356 1.517 -0.659
H 1.840 -1.245 0.405
H 0.050 -1.794 -0.243
H 0.668 -1.998 1.338
H -1.494 1.316 1.911
Cl -0.568 -0.691 3.239
```

## Properties
HOMO, eV: -9.18

Each structure's energy above the most stable one, in hartree: arrangement a 0.0000; arrangement b 0.0057; arrangement c 0.0956; arrangement d 0.2243.

Arrangement a

ORCA calculation (ωB97M-V/def2-TZVPD) on a 2-piece molecular cluster, C3H6Cl2N2O overall.

```
14
Properties=species:S:1:pos:R:3
C -0.506 0.001 -1.227
C 1.170 -0.709 1.056
C -1.317 0.183 -0.014
N 0.020 1.221 -1.684
N 0.193 0.133 1.446
O -0.454 -1.031 -1.800
Cl -2.068 1.651 0.205
Cl -2.357 -1.125 0.422
H 1.775 -0.916 1.883
H 0.953 -1.691 0.739
H 1.919 -0.310 0.176
H 0.459 1.732 -0.878
H 0.584 1.272 -2.461
H -0.371 -0.412 2.138
```

## Properties
HOMO (spin up / spin down), eV: -9.17 / -9.16

Arrangement b

ORCA calculation (ωB97M-V/def2-TZVPD) on one molecule with the formula C3H6Cl2N2O.

```
14
Properties=species:S:1:pos:R:3
C -1.417 0.023 1.647
N -0.747 0.901 0.661
C -0.013 0.267 -0.153
N 0.148 -1.196 -0.270
O 1.513 -1.490 -0.556
C 0.856 1.015 -1.236
Cl 0.092 0.742 -2.865
Cl 1.013 2.735 -0.967
H -1.793 0.740 2.434
H -2.289 -0.473 1.278
H -0.737 -0.722 2.118
H -0.390 -1.271 -1.145
H 1.894 -1.816 0.243
H 1.871 0.544 -1.188
```

## Properties
HOMO, eV: -10.05
SMILES: C/N=C(\NO)C(Cl)Cl

Each structure's energy above the most stable one, in hartree: arrangement a 0.0060; arrangement b 0.0000.